# 1
Computed, not measured: a 2-piece molecular cluster, C3H9N2O overall in a non-equilibrium geometry, with wB97M-V/def2-TZVPD.

Results
E_HOMO = -12.64 eV
E_tot = -8273.314 eV
ΔE to the lowest compared entry with this formula, charge and spin = 132.84 kcal/mol
Net charge = +1
LUMO = -4.595 eV
Kohn-Sham gap = 8.05 eV

The geometry in XYZ format:
```
15
Properties=species:S:1:pos:R:3:nbo_charge:R:1
C 0.30 0.38 0.06 -0.185
C 2.76 0.13 0.40 -0.437
C -2.45 0.25 -0.51 0.141
N 1.42 -0.14 -0.18 -0.036
N -2.90 -0.13 0.63 -0.634
O 1.68 -1.12 -1.08 -0.544
H 0.22 1.18 0.81 0.177
H 3.03 -0.71 1.05 0.234
H 3.41 0.18 -0.51 0.241
H 2.83 1.06 0.93 0.228
H -2.18 -0.45 -1.25 0.231
H -2.49 1.33 -0.68 0.230
H 0.97 -1.49 -1.61 0.499
H -3.34 -1.05 0.75 0.438
H -3.25 0.58 1.21 0.417
```



# 2
Computed, not measured: a 2-piece molecular cluster, C5H12N2 overall in a non-equilibrium geometry, with wB97M-V/def2-TZVPD.

Results
E_HOMO = -9.08 eV
E_tot = -8358.523 eV
ΔE to the lowest compared entry with this formula, charge and spin = 37.21 kcal/mol
Structure (SMILES) = C/N=C\N.C=CC
Net charge = 0
LUMO = 0.971 eV
Kohn-Sham gap = 10.05 eV

The geometry in XYZ format:
```
19
Properties=species:S:1:pos:R:3:nbo_charge:R:1
C -2.27 -0.22 -1.47 -0.650
C -2.49 -0.75 -0.08 -0.164
C -1.86 -1.81 0.42 -0.413
H -1.81 0.77 -1.42 0.214
H -1.53 -0.84 -1.98 0.213
H -3.20 -0.16 -2.04 0.215
H -3.30 -0.30 0.48 0.188
H -2.07 -2.11 1.43 0.198
H -1.21 -2.38 -0.24 0.197
C 1.96 0.97 -1.08 -0.464
N 1.18 1.35 1.57 -0.837
C 1.48 0.13 1.01 0.274
N 1.90 -0.17 -0.15 -0.483
H 2.03 0.60 -2.10 0.208
H 2.78 1.66 -0.88 0.185
H 1.03 1.56 -1.02 0.169
H 1.34 2.20 1.05 0.392
H 1.32 1.35 2.56 0.392
H 1.34 -0.71 1.68 0.166
```



# 3
Computed, not measured: a 8-piece molecular cluster, C31H43Cl28F9NO7PS2 overall in a non-equilibrium geometry, with wB97M-V/def2-TZVPD.

Results
E_HOMO = -8.35 eV
E_tot = -454689.841 eV
Structure (SMILES) = COCCCCC[C@H](O[C@@H](C[C@@H](O)CN)OC[C@@H](C)C(C)C)[C@H](O[C@H](C)[PH2]=S)S(=O)(=O)C(F)(F)C(F)(F)C(F)(F)C(F)(F)F.ClC(Cl)(Cl)Cl.ClC(Cl)(Cl)Cl.ClC(Cl)(Cl)Cl.ClC(Cl)(Cl)Cl.ClC(Cl)(Cl)Cl.ClC(Cl)(Cl)Cl.ClC(Cl)(Cl)Cl
Net charge = 0
LUMO = -1.061 eV
Kohn-Sham gap = 7.28 eV

The geometry in XYZ format:
```
122
Properties=species:S:1:pos:R:3:lowdin_charge:R:1
C 2.63 1.17 2.65 -0.137
O 2.31 2.59 2.92 -0.250
C 0.85 2.63 3.25 -0.222
C 0.07 2.47 1.81 -0.166
C -0.91 1.11 1.76 -0.190
C -1.37 0.95 0.20 -0.179
C -1.84 -0.58 -0.23 -0.082
C -0.69 -1.73 0.15 -0.223
O -0.40 -2.47 -1.07 -0.108
C 0.42 -1.77 -2.04 -0.298
C -0.39 -1.49 -3.48 -0.049
C 0.24 -2.41 -4.72 -0.353
O 1.68 -2.16 -4.94 -0.126
C -0.15 -3.96 -4.39 -0.230
N 0.58 -5.00 -5.22 -0.057
O 1.06 -0.52 -1.61 -0.168
C 2.10 -0.06 -2.53 -0.126
C 2.84 1.23 -1.77 -0.254
C 4.45 0.89 -1.70 -0.112
C 2.65 2.65 -2.57 -0.357
C 1.24 3.44 -2.23 -0.117
C 3.86 3.74 -2.25 -0.123
C -1.44 -2.76 1.19 -0.253
O -2.03 -2.01 2.36 -0.203
C -3.45 -2.33 2.52 -0.492
C -4.13 -1.03 3.32 -0.115
P -3.76 -3.84 3.71 0.386
S -4.31 -5.46 2.76 0.091
S -0.40 -4.11 1.92 0.913
O -1.17 -5.47 1.68 -0.408
O -0.33 -3.97 3.49 -0.355
C 1.31 -4.35 1.22 -0.215
F 1.34 -4.74 -0.24 0.010
F 1.86 -5.58 1.92 0.008
C 2.39 -3.15 1.54 -0.092
F 1.87 -2.18 2.55 0.029
F 2.51 -2.35 0.26 0.019
C 3.93 -3.67 1.86 -0.057
F 4.08 -4.21 3.26 0.037
F 4.42 -4.66 0.83 0.041
C 5.04 -2.42 1.78 -0.133
F 5.43 -2.09 0.38 0.039
F 4.66 -1.26 2.61 0.050
F 6.28 -3.00 2.42 0.022
H 3.16 0.99 1.61 0.094
H 1.73 0.43 2.74 0.073
H 3.41 0.84 3.49 0.107
H 0.59 1.82 4.04 0.138
H 0.65 3.74 3.61 0.037
H 0.81 2.33 0.88 0.094
H -0.56 3.45 1.55 0.121
H -1.83 1.38 2.46 0.111
H -0.39 0.17 2.23 0.093
H -0.59 1.36 -0.59 0.103
H -2.34 1.64 0.06 0.127
H -2.00 -0.53 -1.41 0.125
H -2.91 -0.87 0.19 0.124
H 0.23 -1.29 0.73 0.144
H 1.30 -2.51 -2.35 0.154
H -1.51 -1.82 -3.30 0.128
H -0.41 -0.34 -3.73 0.124
H -0.32 -2.09 -5.72 0.093
H 2.24 -2.70 -4.30 0.108
H -0.03 -4.24 -3.25 0.122
H -1.31 -4.08 -4.66 0.132
H 1.57 -4.72 -5.43 0.056
H 0.68 -5.83 -4.57 0.086
H 1.67 0.40 -3.54 0.139
H 2.91 -0.90 -2.71 0.130
H 2.46 1.36 -0.65 0.128
H 4.65 -0.23 -1.39 0.070
H 5.04 1.57 -0.93 0.091
H 4.86 1.08 -2.81 0.101
H 2.66 2.50 -3.75 0.071
H 1.44 4.60 -2.45 0.037
H 0.36 3.14 -2.97 0.068
H 0.93 3.38 -1.09 0.069
H 4.89 3.44 -2.77 0.085
H 3.59 4.81 -2.70 0.021
H 3.99 3.93 -1.08 0.101
H -2.30 -3.28 0.56 0.184
H -4.06 -2.42 1.52 0.086
H -4.23 -1.21 4.47 0.077
H -5.24 -0.95 2.90 0.053
H -3.61 -0.01 3.04 0.079
H -2.67 -4.04 4.64 0.009
H -4.92 -3.46 4.53 -0.037
C -0.86 6.39 5.24 -1.976
Cl -1.16 4.88 4.35 0.568
Cl -2.40 7.00 5.90 0.499
Cl 0.27 6.08 6.58 0.530
Cl -0.17 7.60 4.14 0.482
C -7.35 -3.45 1.05 -1.968
Cl -8.37 -4.90 1.19 0.532
Cl -6.08 -3.73 -0.18 0.516
Cl -8.34 -2.06 0.56 0.519
Cl -6.58 -3.11 2.62 0.525
C 2.36 9.16 0.90 -2.010
Cl 1.47 9.80 2.30 0.490
Cl 2.91 10.52 -0.12 0.514
Cl 3.77 8.23 1.46 0.515
Cl 1.29 8.11 -0.06 0.502
C -0.50 -3.91 -8.89 -1.988
Cl 0.54 -2.99 -7.77 0.588
Cl -2.12 -4.11 -8.17 0.511
Cl -0.64 -3.03 -10.43 0.511
Cl 0.22 -5.51 -9.18 0.513
C -4.47 9.66 3.66 -2.012
Cl -5.04 11.04 2.68 0.514
Cl -3.04 10.16 4.61 0.488
Cl -5.76 9.14 4.77 0.509
Cl -4.03 8.31 2.58 0.501
C -2.57 -8.85 4.99 -2.007
Cl -2.86 -10.36 4.10 0.505
Cl -4.11 -8.24 5.65 0.493
Cl -1.43 -9.16 6.33 0.500
Cl -1.87 -7.63 3.89 0.504
C 1.40 5.60 -5.44 -1.978
Cl 2.43 6.51 -4.32 0.540
Cl -0.22 5.40 -4.73 0.531
Cl 1.26 6.48 -6.98 0.523
Cl 2.11 4.00 -5.74 0.561
```



# 4
Computed, not measured: the molecule C3H4O2S in a non-equilibrium geometry, with wB97M-V/def2-TZVPD.

Results
E_HOMO = -8.82 eV
E_tot = -18103.125 eV
ΔE to the lowest compared entry with this formula, charge and spin = 67.81 kcal/mol
Structure (SMILES) = O=C/C(S)=C/O
Net charge = 0
LUMO = -0.262 eV
Kohn-Sham gap = 8.56 eV

The geometry in XYZ format:
```
10
Properties=species:S:1:pos:R:3:nbo_charge:R:1
C -0.82 -0.47 -0.09 0.193
C 1.11 1.24 0.02 0.336
C 0.54 -0.06 -0.03 -0.170
O 2.25 1.57 0.08 -0.519
O -1.17 -1.76 0.08 -0.660
S 2.23 -1.43 -0.15 -0.159
H -1.47 0.39 0.01 0.186
H 0.36 2.03 0.06 0.115
H -1.96 -1.98 0.61 0.510
H 2.86 -0.24 -0.21 0.168
```



# 5
Computed, not measured: a 2-piece molecular cluster, CH5NO2S overall in a non-equilibrium geometry, with wB97M-V/def2-TZVPD.

Results
E_HOMO (alpha / beta) = -7.97 / -7.97 eV
E_tot = -17535.812 eV
ΔE to the lowest compared entry with this formula, charge and spin = 72.21 kcal/mol
Net charge = 0
LUMO (alpha / beta) = 0.430 / 0.429 eV
Kohn-Sham gap (alpha / beta) = 8.40 / 8.39 eV

The geometry in XYZ format:
```
10
Properties=species:S:1:pos:R:3:nbo_charge:R:1
C 1.12 -0.07 0.76 -0.112
N 1.18 -0.72 -0.39 -0.774
O -1.49 1.38 -0.52 -0.943
O -1.30 -1.24 -0.20 -0.946
S -1.40 0.01 0.56 1.094
H 1.36 1.04 0.71 0.200
H 1.44 -0.54 1.62 0.187
H 0.97 -0.14 -1.27 0.384
H -2.29 1.73 -0.79 0.486
H 0.39 -1.43 -0.47 0.423
```



# 6
Computed, not measured: C3HO2Tl as an isolated structure in a non-equilibrium geometry, with wB97M-V/def2-TZVPD.

Results
E_HOMO (alpha / beta) = -26.96 / -28.46 eV
Spin multiplicity = 2
E_tot = -11866.878 eV
ΔE to the lowest compared entry with this formula, charge and spin = 23.69 kcal/mol
Net charge = +3
LUMO (alpha / beta) = -20.307 / -20.299 eV
Kohn-Sham gap (alpha / beta) = 6.65 / 8.16 eV

The geometry in XYZ format:
```
7
Properties=species:S:1:pos:R:3:lowdin_charge:R:1
C -2.49 -0.45 -0.23 0.585
H -3.54 -0.25 -0.43 0.201
C -1.41 -0.85 0.27 0.453
O -1.01 1.08 -0.40 0.426
C -0.33 0.13 0.17 -0.402
Tl 2.59 0.05 -0.43 1.786
O 0.88 0.08 0.30 -0.049
```



# 7
Computed, not measured: a 2-piece molecular cluster, C3H11N2S overall in a non-equilibrium geometry, with wB97M-V/def2-TZVPD.

Results
E_HOMO = -12.44 eV
E_tot = -17097.845 eV
ΔE to the lowest compared entry with this formula, charge and spin = 26.93 kcal/mol
Net charge = +1
LUMO = -4.445 eV
Kohn-Sham gap = 8.00 eV

The geometry in XYZ format:
```
17
Properties=species:S:1:pos:R:3:nbo_charge:R:1
C 1.38 -0.47 -2.11 -0.692
S 1.15 0.72 -0.69 0.100
C -0.34 1.64 -1.28 -0.711
H 0.59 -0.22 -2.80 0.230
H 2.36 -0.24 -2.53 0.245
H 1.34 -1.47 -1.71 0.208
H -1.04 1.72 -0.46 0.199
H -0.82 0.99 -2.00 0.228
H -0.07 2.63 -1.62 0.245
N -0.47 -1.38 1.02 -0.755
C -0.56 -0.92 2.24 0.438
N -0.45 0.37 2.54 -0.691
H 0.36 -1.16 0.43 0.447
H -0.91 -2.25 0.73 0.432
H -0.96 -1.56 3.02 0.219
H -0.94 0.59 3.40 0.428
H -0.63 1.02 1.79 0.430
```



# 8
Computed, not measured: a 3-piece molecular cluster, C2H10N4 overall in a non-equilibrium geometry, with wB97M-V/def2-TZVPD.

Results
E_HOMO (alpha / beta) = -7.13 / -7.13 eV
E_tot = -8192.375 eV
ΔE to the lowest compared entry with this formula, charge and spin = 102.86 kcal/mol
Net charge = 0
LUMO (alpha / beta) = 0.602 / 0.601 eV
Kohn-Sham gap (alpha / beta) = 7.73 / 7.73 eV

The geometry in XYZ format:
```
16
Properties=species:S:1:pos:R:3:nbo_charge:R:1
C 0.04 0.26 -1.33 -0.852
N -2.10 0.09 0.19 -0.260
N -2.08 -1.06 0.69 -0.364
H -2.73 0.22 -0.63 0.309
H -0.38 -1.05 1.28 0.413
H -2.74 -1.75 0.27 0.302
H 0.43 1.21 -1.71 0.171
H -0.82 -0.02 -1.93 0.178
H 0.75 -0.55 -1.52 0.171
N 2.05 0.97 0.52 -0.818
C 0.77 0.48 0.63 0.286
N 0.61 -0.69 1.32 -0.842
H 2.14 1.80 -0.05 0.384
H 2.77 0.29 0.30 0.366
H 1.28 -1.42 1.09 0.355
H 0.02 1.22 0.87 0.201
```